Record 1
The following is a quantum chemistry calculation of the ion C6H9N2O3S with charge +1, from OMol25.

The LUMO energy (alpha / beta) comes out at -6.559 / -6.559 eV. For the HOMO-LUMO gap (alpha / beta), the calculation gives 5.92 / 5.92 eV. The calculation puts the highest occupied orbital energy (alpha / beta) at -12.48 / -12.48 eV. Its charge is +1.

```
21
C6H9N2O3S (ωB97M-V/def2-TZVPD)
O -2.92 -0.68 1.17
O 1.02 3.19 0.11
C 1.64 1.19 -0.55
H 3.67 -1.62 1.12
H 2.17 -2.63 1.78
N 2.09 -0.12 -0.48
H 0.10 -1.71 1.58
C 2.51 -1.84 1.15
C 1.63 -1.06 0.44
H -3.84 0.46 -2.07
C 0.20 -1.19 0.70
N 1.24 1.88 0.47
H 0.70 3.61 0.90
C -0.89 -0.70 0.28
C -3.12 -0.23 -1.51
S -2.42 0.18 0.13
H 3.01 -0.28 -0.95
H -2.27 -0.66 -2.06
O -2.42 1.57 0.45
H 1.63 1.72 -1.48
H -3.73 -1.07 -1.18
```

Atom charges from the Löwdin analysis, given in e for atoms 1 to 4: -0.22, -0.02, -0.18, 0.14

***

Record 2
The following is a quantum chemistry calculation of a structure of composition C6H9N2O4, from OMol25.

The LUMO energy comes out at -3.850 eV. For the HOMO-LUMO gap, the calculation gives 9.74 eV. The calculation puts the highest occupied orbital energy at -13.59 eV. Its charge is +1.

```
21
C6H9N2O4 (ωB97M-V/def2-TZVPD)
H 0.39 -2.96 2.93
C -0.54 0.75 -1.96
O -0.33 -1.20 2.12
H -1.87 0.59 0.96
H -0.84 -2.45 3.79
O -1.49 1.07 -0.95
N 0.36 -0.46 -1.32
O 1.01 -2.41 0.79
H 1.47 0.26 -1.60
O 1.80 1.35 -1.98
H 0.31 -1.39 -1.71
C 0.22 -1.54 0.96
H -0.59 3.22 -2.55
C -1.17 0.33 0.15
H 1.15 3.68 -2.25
H 0.78 -1.60 3.66
H -0.91 0.43 -3.03
N 0.39 3.04 -2.36
C -0.22 -0.57 -0.07
C 0.59 1.76 -2.15
C -0.03 -2.06 3.21
```

Atom charges from the Löwdin analysis, given in e for atoms 1 to 4: 0.07, -0.08, 0.00, 0.18

***

Record 3
The following is a quantum chemistry calculation of a cluster of 2 separate species, C6H9N2O4P in total, from OMol25.

The LUMO energy comes out at 5.811 eV. For the HOMO-LUMO gap, the calculation gives 5.76 eV. The calculation puts the highest occupied orbital energy at 0.05 eV. Its charge is -2.

```
22
C6H9N2O4P (ωB97M-V/def2-TZVPD)
H -0.61 -0.71 0.37
C 1.23 -0.22 -0.53
H 0.79 2.90 -1.11
H -2.68 -1.86 -0.58
C -1.97 2.92 0.60
O -1.84 -1.04 1.97
C -0.12 2.62 -0.54
H 2.73 -1.80 -0.28
N -0.47 1.37 0.10
H -1.96 0.74 1.30
P -1.76 -2.54 1.43
O -1.95 -2.47 -0.39
C -1.59 1.59 0.79
C 1.63 -1.63 -0.58
H 2.05 0.50 -0.83
H -2.80 3.34 1.09
O -0.44 -3.24 1.51
N -0.99 3.55 -0.14
H 1.38 -1.92 -1.55
H 1.13 -2.25 0.17
C -0.01 0.09 -0.07
O -2.95 -3.27 2.04
```

Atom charges from the Löwdin analysis, given in e for atoms 1 to 4: 0.06, -0.16, 0.10, 0.00

***

| no. | maximum force (eV Å⁻¹) | total energy (Ha) |
| --- | --- | --- |
| 1 | 2.977 | -966.90189 |
| 2 | 3.540 | -644.19555 |
| 3 | 4.346 | -985.91772 |